(1)
Density functional theory data (wB97M-V/def2-TZVPD) for a cluster of 8 separate species, C14H44O8 in total.

Geometry as ORCA input:
```
! RIJCOSX wB97M-V def2-TZVPD def2/J DEFGRID3
* xyz 0 1
H 3.47256 4.57718 0.94647
O 3.59064 3.32532 3.14794
H -1.87355 4.82746 -4.23119
H -2.72133 -1.36790 3.74903
O -3.68241 0.97036 -1.07628
H 0.37720 -1.56948 3.89640
H -1.31265 4.10205 -2.68964
H -0.31489 4.04229 -4.02026
H -4.46997 1.20973 -0.58227
O -1.76438 -1.84744 5.45897
C 5.26686 0.49279 1.07078
C -0.56510 -1.18058 3.51048
H -0.61935 -1.34161 2.43381
H -1.80280 -2.88747 3.69511
C 4.66013 -0.40342 -0.02431
H 1.56208 2.94913 2.49352
H 5.08807 1.56021 0.94136
C -0.39957 -3.74748 -0.16276
C -0.96635 -1.63758 -4.32643
H -3.25385 -0.86004 -0.05549
H -0.90526 -4.00337 -1.09384
H -0.61461 -4.10765 1.87425
C -3.42286 -0.42097 -1.03873
H 3.41462 4.11834 3.65954
H 2.24453 5.47552 1.76838
H -0.78603 -2.24920 -5.21045
H 7.09676 0.86813 1.59449
H -2.16854 -1.00056 5.66155
H 4.86763 -1.46737 0.08995
C 2.56047 3.19191 2.12966
O 6.68643 0.22248 1.01452
H 0.94725 0.69846 0.29709
H -0.63504 0.99159 0.85067
O 0.19943 -0.89542 -4.15203
H 0.12501 -0.19497 -3.49977
H 2.71889 2.43605 1.36045
H -0.29405 -2.67723 0.01483
H -0.41847 -0.13813 3.79315
C -1.79921 -1.85984 4.05852
H 3.58068 -0.25880 0.02014
C 2.46485 4.49209 1.35314
C -0.06663 0.85830 -0.06979
O -1.73641 -5.53468 0.93032
H -0.49735 0.03699 -0.64252
H -1.83607 2.22061 -4.98532
H -0.49785 1.83053 -1.75106
H -1.24092 -2.35112 -3.54952
H -4.22914 -0.97229 -1.52253
H 5.03740 -0.13017 -1.00976
O -1.65209 1.48367 -3.03731
C -1.37378 3.97533 -3.77052
H -1.76639 -0.93348 -4.55508
C -2.57281 -3.42744 1.04255
H -2.40278 1.25096 -2.48602
H 1.97223 4.26333 0.40810
H -2.35999 -2.39055 1.30270
C -1.22246 -4.21601 0.97599
H -3.17522 -3.41331 0.13425
C -2.06470 2.52816 -3.96490
H 4.97009 0.11339 2.04858
H 0.61639 -4.14157 -0.18766
H -3.11708 -3.77841 1.91929
H -2.51085 -0.48547 -1.63217
O -0.09535 2.01159 -0.89853
H -3.08777 2.81332 -3.71972
H -1.22397 -6.04604 0.29983
*
```

Output
SMILES: CC(C)O.CCO.CCO.CCO.CCO.CO.CO.CO
HOMO in eV: -9.945
Lowest unoccupied orbital energy in Ha: 0.009
Energy above the lowest of the compared OMol25 structures with the same formula, charge and spin in kJ/mol: 349.5
Kohn-Sham gap in eV: 10.182

(2)
Density functional theory data (wB97M-V/def2-TZVPD) for a cluster of 8 separate species, C14H46N2O8 in total.

Geometry as ORCA input:
```
! RIJCOSX wB97M-V def2-TZVPD def2/J DEFGRID3
* xyz 1 2
H -0.35126 4.87746 -3.18395
C -5.07798 -3.51777 -3.42466
H -4.26187 -1.08478 -3.20486
H 2.68544 3.17039 0.10335
H 1.06844 -0.75930 -1.65123
H -1.21427 -2.14047 0.96171
H 5.34582 -1.27601 -2.20055
H 4.41809 -2.21395 3.37161
H 2.55213 2.38970 2.42396
O 0.17670 -0.74541 -1.30360
H -4.60075 -3.37404 -4.39404
H 0.01338 4.55816 -0.17434
H -0.83427 -3.70349 2.75584
H -3.98459 0.72747 -1.06524
H -2.60701 -1.72700 -1.19801
H 0.65567 -3.61164 1.86396
H 6.07207 -0.41813 -0.83984
O 0.42107 6.23984 -2.03664
C 4.81271 -1.73476 1.04808
H 5.25800 -0.80154 1.39292
H 0.00956 3.71772 1.86100
H 1.78975 -0.34035 2.22123
H 1.99109 3.93350 2.96448
H -2.49080 3.82762 1.56319
H -6.12569 -3.21714 -3.43090
C 1.98636 3.26464 2.10384
C 5.69431 -1.38461 -1.17349
H -0.36597 -0.47843 -2.04554
H 1.92790 -0.66077 0.51526
C -4.23142 -1.38060 0.28654
N -3.17190 0.16143 -1.26327
H -0.90236 -3.32437 -0.32613
C -3.55656 -1.19839 -1.11416
H 2.89906 -2.71828 1.53115
H -0.62595 3.20179 -1.12665
O -0.83547 0.83364 0.62108
H -5.13830 -0.78507 0.39151
C 0.19774 4.88966 -2.24239
C -1.25791 -3.19677 0.69632
C -0.54892 4.28748 -1.06801
H -4.58181 -2.40452 0.41663
H -2.29561 -3.47009 0.88758
H 0.67513 6.55041 -2.90876
O -4.25341 -2.92341 -2.44145
H -2.09605 2.43506 1.11952
O 4.57267 -1.66564 -0.37897
H -5.52847 -1.45838 -1.96144
C 3.39905 -1.77860 1.76594
H 6.51827 -2.09615 -1.11968
H 3.17260 0.30807 1.44110
C 2.50915 -0.55671 1.43146
C -4.47484 -1.52764 -2.23192
H 5.52653 -2.51069 1.32461
H 3.73837 -0.77878 3.47887
O 0.62516 2.98573 1.77839
H 1.08634 4.29209 -2.44587
C 2.69276 3.90939 0.90455
H -0.16529 1.44214 0.93224
H -3.46365 -1.18848 1.03601
O -0.57104 -5.32152 1.59525
H 2.14800 4.77453 0.52658
H 3.69556 4.13635 1.26646
H -0.35445 0.19623 0.09329
N 3.53991 -1.73650 3.22691
O -2.82811 3.05175 1.11543
H -1.55843 4.69819 -1.05044
C -0.39161 -3.90182 1.77971
H -2.56748 0.40884 -0.49283
H -5.11959 -4.58588 -3.21136
H -1.44186 -5.57128 1.91288
*
```

Output
HOMO (spin up / spin down) in eV: -11.631 / -11.631
Lowest unoccupied orbital energy (spin up / spin down) in Ha: -0.095 / -0.309
Energy above the lowest of the compared OMol25 structures with the same formula, charge and spin in kJ/mol: 87.2
Expectation value of S²: 0.754
Kohn-Sham gap (spin up / spin down) in eV: 9.052 / 3.231

(3)
Density functional theory data (wB97M-V/def2-TZVPD) for a cluster of 9 separate species, C14H46O14 in total.

Geometry as ORCA input:
```
! RIJCOSX wB97M-V def2-TZVPD def2/J DEFGRID3
* xyz 0 1
O 18.52255 9.38330 19.65181
H 24.52531 10.21604 23.00698
H 19.48731 18.18853 24.77906
H 24.09755 10.13682 20.10292
O 21.08666 11.48558 23.23100
H 20.86280 13.07817 26.88002
O 18.18053 10.75843 24.25771
H 22.00461 11.24249 26.46459
H 16.43867 13.16742 26.01078
O 19.11707 13.01721 26.28952
H 20.03424 16.57055 24.32472
H 21.34840 11.13973 22.35661
H 24.53045 11.08392 24.54698
H 19.16992 8.97340 24.80838
H 17.57872 17.96446 23.18497
C 22.53124 12.11237 26.86494
C 19.52346 17.46840 23.95616
O 16.42316 11.18946 20.25317
O 20.04687 17.83499 20.10058
C 18.99279 10.00173 25.14377
C 21.28291 12.91398 23.21113
H 18.22583 12.20912 20.15264
H 23.18374 12.53424 26.08749
H 20.09920 15.85419 20.55612
H 18.19684 15.19085 23.08959
H 16.45594 11.06213 19.30021
H 17.63224 9.04139 19.53569
O 17.93998 16.02941 22.67588
O 18.88937 13.39903 23.35440
O 16.55299 14.09700 25.79822
H 21.94527 9.49016 20.65813
H 19.86086 13.09346 21.61013
C 18.89500 14.42027 26.40630
H 18.88642 12.67515 25.41699
C 17.73983 11.42460 20.73956
H 22.32401 10.33729 23.94898
O 22.17731 10.39247 20.89452
H 22.20111 13.14146 22.66328
H 17.25411 14.28719 27.74467
O 22.96439 9.70519 24.33139
H 19.53975 10.37688 21.20639
H 19.95367 10.50321 25.20192
H 21.98164 16.96352 19.00402
H 23.63698 11.78690 20.39425
H 18.07611 9.51156 21.62866
C 18.10278 17.09008 23.56797
C 24.27931 10.12997 24.07078
H 20.11661 16.95167 17.76480
H 24.91575 9.35799 24.50417
H 17.20367 15.74512 26.75944
H 21.15001 18.13753 23.04257
C 23.25212 10.82817 20.05680
H 23.22435 11.72428 27.61667
C 18.53593 10.13911 20.85436
H 21.40243 13.20145 24.25751
C 20.35485 16.13789 18.45668
C 17.43850 14.67898 26.73666
H 18.69250 12.46203 23.52601
H 20.28085 14.60406 22.36184
H 17.59951 11.80210 21.75348
O 21.67588 13.08790 27.41887
H 19.95192 17.91602 21.07043
H 19.14932 14.85510 25.43521
H 18.57928 9.87320 26.14826
H 19.51031 14.79784 27.22248
H 17.24946 10.55891 24.39566
O 21.76392 16.10410 18.62268
C 20.06091 13.55772 22.58486
H 18.60018 16.35398 19.68980
H 22.87339 10.90217 19.03639
H 19.97777 15.17549 18.12460
C 19.68235 16.49843 19.77157
H 17.66440 16.84202 24.54998
O 20.21221 18.04728 22.84675
*
```

Output
SMILES: OCCO.OCCO.OCCO.OCCO.OCCO.CO.CO.CO.CO
HOMO in eV: -9.734
Lowest unoccupied orbital energy in Ha: 0.008
Energy above the lowest of the compared OMol25 structures with the same formula, charge and spin in kJ/mol: 0.0
Kohn-Sham gap in eV: 9.963

(4)
Density functional theory data (wB97M-V/def2-TZVPD) for a cluster of 9 separate species, C14H46O16 in total.

Geometry as ORCA input:
```
! RIJCOSX wB97M-V def2-TZVPD def2/J DEFGRID3
* xyz 0 1
H -1.66629 1.18313 1.59971
H 1.94285 0.32107 3.50407
H -0.23236 -3.11506 1.14953
C 1.50003 2.14170 4.02556
C -3.22866 -1.98234 -0.75665
C 0.56074 -2.76715 1.84688
C -4.18600 -2.76169 0.04527
H 0.40773 -3.29431 -1.90264
H -0.06733 -1.66090 -3.65150
H 3.98725 2.83734 -3.17561
H 0.73214 -0.97728 4.56369
H 1.81363 1.00299 1.11978
H 0.90180 2.66140 6.05957
O 2.24423 1.20179 3.24766
H -0.14322 -0.67553 2.46054
H 0.55548 2.24028 3.46209
O -3.21688 -0.03344 2.22880
H -0.41013 0.89532 5.31111
C 1.00313 -2.41150 -2.03330
H 2.42458 0.35133 -0.03564
H 2.49171 -2.61975 -0.80213
H -1.32109 3.25820 -3.20025
O -3.72539 -4.05064 0.37960
H -1.00562 -2.08972 3.11049
H -3.69585 2.38289 3.37068
H 0.49760 -1.59639 -1.45776
H 2.22555 -1.75553 1.50194
O 0.90566 -1.73415 3.92241
C -2.68663 2.03854 3.19942
O 1.88872 -1.09950 -4.01483
H 0.05778 0.79977 -0.80798
H -3.74398 -1.10132 -1.12548
H 2.96441 -0.69185 -1.91168
O 1.75040 1.00083 0.20179
O 2.03044 2.18361 -2.78902
H -2.28460 0.65751 -4.13114
H 1.09372 2.63032 -4.22719
O 2.37872 -2.56580 -1.74283
C 3.40187 2.24967 -2.41923
H 3.61686 2.71117 -1.49100
C 1.28123 1.77596 5.47162
H -2.58879 0.43722 4.23783
O 0.22000 2.72864 -4.69147
H 1.86074 3.10894 3.86463
H 5.10125 1.11256 -2.02921
H -1.62037 -0.88382 -0.36166
O -2.12437 -1.60903 0.10148
H 0.21781 0.72784 -4.14499
O -0.73633 0.57461 -1.34052
H -2.83211 -2.63487 -1.55590
O 0.41900 0.64210 5.68841
C 4.06974 0.88166 -2.41536
H 0.78719 -3.58428 2.55417
H 1.04882 -2.90566 -4.24383
H 1.67443 1.92404 -1.93190
C -2.71308 1.28203 1.88577
C 0.95524 -2.08262 -3.53166
O -1.80808 2.40964 -3.00520
O 1.66743 -2.41097 1.11496
H -2.42342 2.17469 -5.00178
C -0.38246 1.44224 -4.74916
C -0.03216 -1.70795 2.84183
H -2.95091 -0.67731 1.50355
H 2.22953 1.52078 5.90372
H -3.10464 -3.88104 1.13001
H -5.14026 -2.78967 -0.34834
C -1.79261 1.65440 -4.26025
H -0.34728 1.05487 -5.76284
O 3.50763 0.00528 -1.48469
H -2.11890 2.90558 3.00217
O -2.18216 1.28151 4.29472
H 4.10752 0.44371 -3.43339
H -4.30248 -2.14580 0.94894
H 2.73309 -1.60850 -4.12989
H -1.09391 1.33588 -1.85424
H -3.34933 1.73233 1.09776
*
```

Output
SMILES: OCCO.OCCO.OCCO.OCCO.OCCO.OCCO.OCCO.O.O
HOMO in eV: -9.972
Lowest unoccupied orbital energy in Ha: 0.019
Energy above the lowest of the compared OMol25 structures with the same formula, charge and spin in kJ/mol: 0.0
Kohn-Sham gap in eV: 10.500

(5)
Density functional theory data (wB97M-V/def2-TZVPD) for a structure of composition C14H47ClInNO11P.

Geometry as ORCA input:
```
! RIJCOSX wB97M-V def2-TZVPD def2/J DEFGRID3
* xyz -1 1
H 5.47941 8.65789 3.57435
C 1.96617 -1.98566 -1.05208
H 6.37089 8.56599 5.12509
H 2.51011 3.68405 -0.67475
H 2.10650 0.24032 -3.06568
O -2.86029 -1.94650 2.23115
H 0.87419 0.90458 -1.74159
C 3.58009 -5.13716 1.11125
C 0.64775 -2.50030 -1.87937
C -1.22892 -5.53731 3.82415
H 2.52251 1.80131 -0.58481
H 6.61559 7.31735 3.87610
H -3.74950 -3.68929 2.86720
H -2.90054 -2.24269 1.30597
H 0.44550 -2.54435 1.73862
H 1.30871 3.47321 -2.93699
H -0.95430 -4.38594 2.28859
H 2.00324 -2.49934 -0.00130
H 3.22134 5.05949 2.13471
H 4.57516 6.04219 0.56871
H 4.51352 3.85698 2.38608
H -5.72004 -1.15382 -0.42374
H -3.79321 2.84991 -1.62224
H 0.75025 0.03454 2.89546
Cl -3.44940 -0.26074 -4.07890
O 0.88667 -3.17082 -3.04085
O 4.77805 5.11764 0.79088
H -4.87108 0.29279 -1.98498
H 4.00323 2.68180 -1.42474
H -6.65275 -0.52565 -5.80238
H 1.93899 -0.81039 -0.88222
N 0.17442 1.10712 -3.78712
H -1.01594 -6.57115 4.10596
H -5.00492 -1.53852 -7.03101
H 2.93187 -2.19331 -1.69998
H -5.94226 -2.69209 -6.03168
O -0.75871 -2.35784 -1.47345
C 2.82572 2.70348 -1.27217
H 4.80565 5.56684 2.79844
H 3.57238 -5.64828 0.14547
O 0.75990 -0.55491 2.12230
C 4.30053 4.89082 2.10427
H -5.85457 0.23855 0.68178
H -2.07676 -1.10001 -0.35917
H -0.54892 -1.84720 3.04402
C 0.44309 -1.85460 2.58588
H 2.57640 -5.16193 1.54207
H -0.72381 -4.86130 4.51832
C -5.87169 -0.07326 -0.36516
H -6.27998 -2.53795 -7.77557
In -1.53916 0.49971 -2.64517
C 5.88512 7.98725 4.33571
H 2.95986 2.63213 -3.57728
O -0.75141 -5.31049 2.51076
H 4.20555 7.83511 5.29222
H 1.19094 -2.17457 3.31552
C 2.10703 2.60719 -2.76554
O -1.47714 3.90353 -1.79228
O -6.94156 -0.98836 -6.60724
C 1.35352 1.11480 -2.81454
H -3.88402 -2.29693 3.97272
C -5.98430 -1.99688 -6.87367
H -4.86375 -2.34047 2.48368
C -3.90115 -2.60874 2.92578
H 4.27843 -5.63082 1.79143
O 3.96998 -3.78828 0.92977
C -1.07427 -1.00184 -0.99976
O -4.83083 0.58898 -1.05980
H -2.20957 2.44238 0.02542
H -2.30812 -5.36864 3.85459
P -2.35989 2.62304 -1.42431
H -0.28303 -0.52726 -0.28023
O 4.83769 7.21411 4.89212
H 0.36062 0.48363 -4.60409
H 4.86347 -3.79814 0.54651
H -6.83429 0.19501 -0.80726
*
```

Output
HOMO in eV: -4.721
Lowest unoccupied orbital energy in Ha: 0.074
Kohn-Sham gap in eV: 6.730

(6)
Density functional theory data (wB97M-V/def2-TZVPD) for a cluster of 10 separate species, C14H48N10O10 in total.

Geometry as ORCA input:
```
! RIJCOSX wB97M-V def2-TZVPD def2/J DEFGRID3
* xyz 0 1
H 3.80861 0.58043 0.20148
N 2.94991 -2.85459 -0.96146
O -0.38335 1.90605 -3.52491
H -2.44173 -0.92107 -3.72069
H -1.56043 -1.70414 5.47441
C 0.16345 2.03129 1.73488
H 1.76059 1.47012 -1.43605
H -0.18330 -3.02363 4.19994
H 2.48097 -0.00047 2.07934
C 3.00944 2.37075 -3.91441
H 0.49490 -0.16356 3.73375
H -1.15142 -0.74622 -1.86290
H 1.32010 -1.44836 5.25763
C 1.49408 2.06902 -0.56678
H 3.26628 1.78561 -3.02164
H -0.71738 1.67120 2.20851
O 0.67901 0.14957 0.48203
O 1.79960 -2.42518 1.59566
N -1.65142 -0.88818 4.79498
H -3.67489 -2.29271 4.45811
H 2.35720 2.33561 -0.10245
H 4.12523 -2.83101 -3.11510
O 2.79312 1.32391 -4.80265
H -5.01238 3.36836 -1.31587
H -0.53055 1.45560 -0.16018
O -2.15656 0.81309 -1.71280
N 0.51377 -0.20410 -4.28772
H 3.08304 -1.71883 -3.89859
H -2.58700 1.46449 -0.11886
H 1.98006 0.16547 6.14485
O 3.40108 0.30983 2.09988
H 0.10506 -0.97492 1.59273
H -4.47806 -1.15934 3.40348
H -3.51986 2.60751 -1.57701
C -4.19875 2.63206 0.34581
H -2.14620 -0.60555 0.48753
H 1.23539 -4.04643 3.78996
C 2.61628 -2.02746 -1.92346
N 0.56632 -3.26827 3.51586
H 2.05672 0.73547 -4.57405
H -3.94086 -0.56167 -2.98081
H 0.56130 -0.86484 -5.07397
H 0.06281 3.12975 1.69065
H 3.93219 2.89487 -4.30342
O -2.61678 0.53363 3.19439
C 1.69561 -0.34571 5.23216
H -0.77889 0.31919 -6.39585
H -3.25058 1.18583 1.45727
H 0.99311 1.85588 2.37623
N -4.18759 2.96637 -0.87715
H 0.87216 -0.10422 -0.44007
H 2.62723 -0.31099 4.66618
N -0.12489 -1.45748 2.47002
H -3.15765 -2.14485 -2.45787
O 0.64354 0.29880 4.56103
H 3.92874 -3.09731 -0.82955
C 0.40530 1.37040 0.36797
H 5.10084 -0.18419 1.00334
C 0.72910 -2.47700 2.50140
N -0.77166 0.97983 -5.62327
H 1.05530 2.96938 -0.97107
O -5.16348 2.99696 1.30368
C 4.06019 -0.15865 0.94448
N -3.28166 1.70914 0.58671
H -1.38691 1.06641 -2.19126
H -0.98727 -1.36259 2.99832
C -0.22804 0.92179 -4.46105
O 1.64446 -1.05485 -1.82139
C -3.00224 -1.06981 -2.77099
H -2.60293 -2.02393 -0.34346
N -3.76479 -1.35044 4.10133
H 3.86834 -1.14059 0.54636
C -2.19163 -0.43485 -1.66016
H -0.86447 -0.21328 4.80849
H 2.47824 -2.68489 -0.07838
H -1.41440 1.78622 -5.88365
C -2.70547 -0.55700 4.10787
H -3.74615 -0.78437 -0.23696
H 2.19568 3.08418 -3.68212
H 1.12691 -0.39733 -3.43861
N 3.23961 -2.28038 -3.04283
C -2.71928 -0.94881 -0.35722
*
```

Output
SMILES: NC(N)=O.NC(N)=O.NC(N)=O.NC(N)=O.NC(N)=O.CC(C)O.CC(C)O.CO.CO.CO
HOMO in eV: -7.632
Lowest unoccupied orbital energy in Ha: -0.004
Energy above the lowest of the compared OMol25 structures with the same formula, charge and spin in kJ/mol: 889.9
Kohn-Sham gap in eV: 7.516